The following is a quantum chemistry calculation of a cluster of 2 separate species, C25H37BCl2NO10P2S in total in a non-equilibrium geometry, from OMol25.

Structure (XYZ):
```
79
Properties=species:S:1:pos:R:3
C 2.0946 -5.0914 0.7941
C 0.9204 -4.2335 0.1320
C 1.3349 -3.7518 -1.3420
N 1.0446 -2.3295 -1.5783
P 2.4041 -1.1993 -1.6108
C 3.3582 -2.0328 -3.0664
Cl 3.6097 -2.1332 -0.0283
C 1.6038 -0.2255 -0.1422
C 0.0577 -0.3386 -0.0533
O -0.7267 -0.0342 -0.9349
C -0.6230 -0.8199 1.2859
C 0.0981 -1.1796 2.4945
C -0.6739 -1.5679 3.6879
C -2.1176 -1.6135 3.7305
C -2.8449 -1.2575 2.5150
C -2.0938 -0.8766 1.3400
O 1.5324 -0.2823 -2.8042
C 2.0038 1.0760 -2.9419
B 0.9972 2.2702 -2.5489
O 0.2316 2.8431 -3.6061
O 0.7858 2.8067 -1.2599
C -0.6027 3.0336 -0.9474
C -0.7413 2.8203 0.6219
C 3.5246 1.1385 -2.4113
C 3.8378 2.3605 -1.4509
C 5.3047 2.4019 -0.8889
C 5.3466 3.6225 0.1632
S 6.4517 4.9578 -0.5362
P 4.7865 1.4520 -3.8162
O 6.2517 0.7252 -3.3412
Cl 4.2441 0.4154 -5.5688
O 3.7449 -0.0374 -1.6321
H 2.8793 -5.3735 0.0373
H 2.6421 -4.5134 1.5860
H 1.7143 -6.0733 1.1992
H 0.0583 -4.9556 0.0503
H 0.6115 -3.3682 0.7619
H 0.6374 -4.3384 -2.0159
H 2.3590 -4.1194 -1.5895
H 0.6041 -2.2776 -2.5015
H 2.6522 -2.1288 -3.9411
H 3.8099 -3.0196 -2.7786
H 4.2051 -1.4014 -3.4310
H 1.8553 0.8645 -0.1282
H 2.0094 -0.6444 0.8142
H 1.2051 -1.1452 2.5482
H -0.0779 -1.8169 4.5937
H -2.6707 -1.8827 4.6614
H -3.9756 -1.2357 2.4650
H -2.6828 -0.5874 0.4354
H 2.0187 1.1558 -4.0740
H 0.1239 3.7968 -3.4499
H -0.8887 4.1019 -1.1361
H -1.2978 2.3749 -1.5233
H -0.0230 2.0576 1.0076
H -1.7764 2.5413 0.9328
H -0.4493 3.8050 1.0872
H 3.1471 2.4433 -0.5787
H 3.6991 3.3111 -2.0535
H 5.5737 1.4946 -0.2811
H 6.0897 2.6393 -1.6420
H 4.3404 4.1181 0.2342
H 5.7608 3.3226 1.1525
H 7.7382 4.4777 -0.4323
H 6.0809 0.3331 -2.4597
C -9.4194 -0.2540 2.3436
C -8.4699 -1.1445 2.6463
C -7.0626 -0.7223 2.9227
O -6.2344 -1.5653 3.2131
C -6.7402 0.7002 2.8260
C -7.6893 1.5903 2.5198
C -9.1022 1.1711 2.2703
O -9.9388 2.0177 2.0123
O -7.4180 2.9046 2.4222
O -8.7350 -2.4615 2.7178
H -10.4411 -0.5463 2.1438
H -5.7147 0.9908 3.0108
H -8.2665 3.3300 2.1934
H -7.8871 -2.8862 2.9525
```

Output
**Net charge**: -1
**Largest force on an atom**: 2.59 eV/A
**Multiplicity**: 1
**LUMO energy**: -0.4 eV
**Frontier orbital gap**: 4.91 eV

***

The following is a quantum chemistry calculation of a structure of composition C5H13N2 in a non-equilibrium geometry, from OMol25.

Structure (XYZ):
```
20
Properties=species:S:1:pos:R:3
C -1.9499 0.8100 -1.0803
C -1.2285 -0.5511 -1.0236
C -0.2419 -0.7370 0.1193
N 3.3192 0.2106 -0.2650
C 2.2215 -0.4668 -0.3486
C 0.9883 0.0293 0.0875
N -1.3451 0.4063 2.1747
H -1.2432 1.6167 -1.3150
H -2.5133 1.1287 -0.2006
H -1.9401 -1.3666 -0.9893
H -0.7340 -0.6059 -1.9998
H -0.0617 -1.8134 0.2134
H -0.9117 -0.1780 1.2287
H 4.1491 -0.2905 -0.5838
H 3.5844 0.7074 0.5909
H 2.3504 -1.5164 -0.5978
H 0.8733 1.0701 0.3780
H -2.5796 0.8051 -1.9716
H -2.1829 0.2425 2.7582
H -0.5545 0.4989 2.8247
```

Output
**Net charge**: +2
**Largest force on an atom**: 4.45 eV/A
**Multiplicity**: 2
**LUMO energy (spin up / spin down)**: -11.6 / -12.3 eV
**Frontier orbital gap (spin up / spin down)**: 7.48 / 6.75 eV

***

The following is a quantum chemistry calculation of a cluster of 2 separate species, H3OS2 in total in a non-equilibrium geometry, from OMol25.

Structure (XYZ):
```
6
Properties=species:S:1:pos:R:3
O -1.2588 -2.1638 1.3591
H -0.9539 -1.9222 2.2407
S 2.0313 0.7594 -0.8622
S 0.4277 1.7639 -1.6381
H -1.0856 -1.3736 0.8557
H 0.8393 2.9364 -1.9552
```

Output
**Net charge**: -1
**Largest force on an atom**: 2.19 eV/A
**Multiplicity**: 1
**LUMO energy**: 3.8 eV
**Frontier orbital gap**: 5.86 eV

***

The following is a quantum chemistry calculation of the molecule C6H7N in a non-equilibrium geometry, from OMol25.

Structure (XYZ):
```
14
Properties=species:S:1:pos:R:3
C -0.1281 0.7025 -1.1990
C -0.6347 -0.6678 -0.8019
C -0.1231 0.3442 0.2924
C 1.0537 -0.0442 1.0704
C 2.2136 0.7632 1.4342
N 2.5981 0.2390 2.5527
C 1.2252 0.0073 2.5826
H 0.8972 0.8816 -1.7103
H -0.8699 1.4106 -1.4308
H -1.6239 -1.0021 -0.7348
H 0.1165 -1.5424 -0.9306
H -0.8175 0.8341 0.8737
H 1.4052 -0.9955 0.6009
H 0.6899 0.4397 3.4264
```

Output
**Largest force on an atom**: 3.90 eV/A
**Multiplicity**: 1
**LUMO energy**: 0.5 eV
**SMILES**: C1CC1[C@H]1C2=N[C@@H]21
**Frontier orbital gap**: 9.07 eV

***

The following is a quantum chemistry calculation of the molecule C3H5N3S in a non-equilibrium geometry, from OMol25.

Structure (XYZ):
```
12
Properties=species:S:1:pos:R:3
C 0.3240 0.4812 1.2216
N -0.3745 0.1476 -0.0006
N -1.2516 1.1420 -0.5936
C 0.1346 -0.8073 -0.7583
S -0.6517 -1.4295 -2.1589
C 1.3250 -1.3399 -0.4062
N 2.3016 -1.9245 -0.2456
H 0.5840 -0.4984 1.7062
H 1.2499 0.8834 0.8672
H -0.0527 1.2004 1.9386
H -2.0527 1.4467 -0.0656
H -1.5359 0.6984 -1.5046
```

Output
**Largest force on an atom**: 5.62 eV/A
**Multiplicity**: 1
**LUMO energy (spin up / spin down)**: -0.8 / -0.8 eV
**SMILES**: CN(N)C(=S)C#N
**Frontier orbital gap (spin up / spin down)**: 8.01 / 8.01 eV

***

The following is a quantum chemistry calculation of a cluster of 6 separate species, H12O6 in total in a non-equilibrium geometry, from OMol25.

Structure (XYZ):
```
18
Properties=species:S:1:pos:R:3
O 3.6177 0.8811 0.6305
H 3.8750 0.0593 0.1386
H 2.5929 1.0180 0.9645
O -1.5116 -0.2652 1.3141
H -1.9672 -0.8646 0.7120
H -1.5498 0.5588 0.8056
O 1.2085 -2.9864 2.0474
H 2.1447 -3.0692 2.2543
H 0.8687 -3.8480 2.3136
O -2.2495 -0.6332 -5.5390
H -2.7857 -1.3958 -5.7941
H -1.4458 -1.1376 -5.3454
O 1.2204 0.8659 0.7934
H 0.4461 1.4409 0.6732
H 0.9145 0.2574 1.4998
O -1.5347 2.7612 0.9512
H -2.1293 3.2687 1.5172
H -1.7151 3.0887 0.0630
```

Output
**Net charge**: +1
**Largest force on an atom**: 1.92 eV/A
**Multiplicity**: 2
**LUMO energy (spin up / spin down)**: -4.0 / -10.3 eV
**Frontier orbital gap (spin up / spin down)**: 9.52 / 3.21 eV

***

E_tot values, unit Eh, following the record order: -3808.232699, -306.947731, -873.449285, -287.364597, -679.683207, -458.229746.